Entry 1:
Formula: C21H33O11
Source: OMol25
Level of theory: ωB97M-V/def2-TZVPD

Last column: natural (NBO) charge in e.
Atoms and positions in Å:
O (-2.052, -4.800, -1.643)  -0.501
O (-4.493, -0.258, 0.993)  -0.513
O (4.541, -0.901, 0.508)  -0.469
O (4.584, -3.075, 0.083)  -0.543
O (1.693, 2.904, 5.762)  -0.549
O (2.415, 2.038, 3.828)  -0.502
O (-4.488, 2.524, -3.332)  -0.576
O (-0.212, -5.368, -0.598)  -0.562
O (0.606, -2.276, 0.250)  -0.960
O (-2.679, 1.845, -2.231)  -0.491
O (-5.554, -0.227, 2.970)  -0.569
C (-4.652, -0.637, 2.310)  0.796
C (2.095, 3.097, 4.659)  0.784
C (-2.813, -1.791, 1.416)  -0.432
C (2.199, 2.419, 2.447)  -0.087
C (-0.067, -4.022, -2.612)  -0.538
C (-0.736, -4.721, -1.466)  0.807
C (0.714, -0.913, 0.178)  -0.199
C (-1.843, 2.295, -1.133)  -0.073
C (-1.157, -3.925, -3.657)  -0.443
C (4.817, 0.322, -0.177)  -0.069
C (2.043, 4.334, 3.801)  -0.539
C (4.803, -1.940, -0.248)  0.781
C (-3.692, 2.709, -2.450)  0.791
C (5.402, -1.511, -1.577)  -0.528
C (2.691, 3.822, 2.508)  -0.435
C (-3.619, 3.895, -1.499)  -0.529
C (-3.188, -0.607, 0.532)  -0.080
C (-3.341, -1.261, 2.741)  -0.541
C (4.764, -0.097, -1.642)  -0.430
C (-2.444, -4.311, -2.955)  -0.072
C (-2.811, 3.247, -0.384)  -0.435
H (5.837, 0.598, 0.107)  0.166
H (-3.169, -5.009, -3.376)  0.183
H (3.763, 3.909, 2.344)  0.222
H (-3.453, -2.612, 1.063)  0.189
H (5.337, 0.576, -2.284)  0.201
H (3.760, -0.154, -2.060)  0.227
H (1.112, -0.491, 1.126)  0.091
H (-3.085, -3.450, -2.729)  0.174
H (4.986, -2.158, -2.346)  0.239
H (-0.217, -0.390, -0.126)  0.062
H (0.794, -4.642, -2.843)  0.236
H (-4.635, 4.129, -1.201)  0.244
H (-3.355, 2.509, 0.211)  0.227
H (-3.347, -2.040, 3.498)  0.238
H (1.150, 2.162, 2.269)  0.199
H (-1.381, 1.572, -0.468)  0.220
H (1.495, -0.546, -0.533)  0.062
H (-2.273, 3.920, 0.283)  0.213
H (1.007, 4.660, 3.683)  0.241
H (6.483, -1.461, -1.678)  0.223
H (0.153, -3.000, -2.303)  0.282
H (-1.788, -2.160, 1.315)  0.293
H (2.325, 4.395, 1.640)  0.208
H (-2.429, 0.163, 0.693)  0.164
H (2.826, 1.723, 1.886)  0.211
H (-2.584, -0.509, 2.986)  0.235
H (4.130, 1.140, 0.026)  0.194
H (2.528, 5.257, 4.117)  0.239
H (-0.950, -4.539, -4.535)  0.205
H (-3.184, -0.910, -0.512)  0.203
H (-3.040, 4.659, -2.015)  0.230
H (-1.027, 2.770, -1.692)  0.168
H (-1.297, -2.877, -3.924)  0.215

- Energy above the lowest of the compared OMol25 structures with the same formula, charge and spin: 0.000 eV
- Total charge: -1
- HOMO energy: -2.97 eV



Entry 2:
Formula: C21H33O13
Source: OMol25
Level of theory: ωB97M-V/def2-TZVPD

Last column: natural (NBO) charge in e.
Atoms and positions in Å:
O (0.583, 2.327, -0.374)  -0.536
O (5.220, 5.297, 2.093)  -0.725
O (-1.016, -4.055, -1.769)  -0.584
O (3.898, 0.979, 3.303)  -0.511
O (4.280, 6.900, 0.652)  -0.765
O (0.620, -5.411, -1.114)  -0.509
O (0.008, 0.436, -1.408)  -0.521
O (-4.537, 1.848, -1.686)  -0.572
O (0.990, 3.222, 1.087)  -0.497
O (-0.075, 3.541, 3.312)  -0.595
O (2.799, 3.192, -0.470)  -0.514
O (4.129, 1.881, 5.323)  -0.588
O (-5.108, -0.038, -2.717)  -0.507
C (4.631, 1.595, 4.252)  0.807
C (2.826, 4.831, 1.600)  -0.120
C (-6.780, -0.745, -4.337)  -0.637
C (-0.374, -3.845, 0.498)  -0.747
C (0.835, 3.807, 2.421)  0.761
C (-5.419, 1.098, -2.061)  0.799
C (4.160, 5.737, 1.443)  0.707
C (-6.052, -1.070, -3.048)  -0.068
C (-6.863, 1.465, -1.882)  -0.744
C (-1.670, -0.265, -3.025)  -0.637
C (6.091, 1.837, 4.003)  -0.743
C (5.176, -0.508, 1.862)  -0.634
C (-0.266, -4.421, -0.884)  0.801
C (2.277, 3.702, 0.588)  0.775
C (1.659, -5.799, -0.199)  -0.069
C (-0.301, 1.577, -0.750)  0.786
C (1.133, -6.764, 0.843)  -0.637
C (1.958, 4.914, 2.753)  -0.295
C (-0.941, -0.592, -1.737)  -0.068
C (4.340, 0.753, 1.954)  -0.080
C (-1.744, 1.947, -0.570)  -0.741
H (2.012, 5.579, 3.693)  0.264
H (-2.042, 2.633, -1.366)  0.250
H (4.612, -1.367, 2.240)  0.204
H (-0.599, -2.779, 0.412)  0.255
H (-2.421, 1.096, -0.553)  0.216
H (2.424, -6.301, -0.799)  0.198
H (-6.065, -0.592, -5.150)  0.223
H (-5.471, -1.986, -3.186)  0.204
H (1.938, -7.096, 1.503)  0.219
H (-0.955, -0.115, -3.839)  0.211
H (-2.247, 0.658, -2.938)  0.222
H (-6.733, -1.260, -2.214)  0.176
H (0.687, -7.640, 0.362)  0.217
H (-7.361, 0.176, -4.251)  0.207
H (4.855, 1.633, 1.558)  0.203
H (-1.857, 2.445, 0.397)  0.245
H (-6.976, 1.964, -0.916)  0.250
H (6.671, 1.025, 4.447)  0.225
H (-0.363, -1.510, -1.877)  0.197
H (0.350, -6.310, 1.455)  0.209
H (6.350, 1.935, 2.950)  0.227
H (6.083, -0.436, 2.467)  0.204
H (0.542, -3.916, 1.080)  0.220
H (-1.186, -4.344, 1.033)  0.244
H (-7.459, -1.557, -4.611)  0.216
H (-1.621, -0.781, -0.902)  0.168
H (-2.352, -1.074, -3.298)  0.211
H (-7.161, 2.151, -2.679)  0.246
H (-7.538, 0.612, -1.865)  0.212
H (6.370, 2.782, 4.474)  0.259
H (5.466, -0.704, 0.827)  0.215
H (3.437, 0.628, 1.350)  0.208
H (2.141, -4.922, 0.241)  0.183

- Total charge: -1
- HOMO energy: -4.54 eV



Entry 3:
Formula: C21H34ClN9O6Rb
Source: OMol25
Level of theory: ωB97M-V/def2-TZVPD

Last column: Mulliken charge in e.
Atoms and positions in Å:
Rb (0.132, -0.962, 0.846)  0.811
Cl (1.064, -3.202, 3.008)  1.780
O (-0.244, 0.544, -1.342)  -0.700
O (-0.312, -2.769, 2.869)  -0.709
O (1.905, -2.104, 2.588)  -0.738
O (1.288, -4.324, 2.159)  -0.624
O (1.327, -3.524, 4.368)  -0.706
O (-0.309, 0.353, -3.600)  -0.853
N (-2.006, -0.471, -2.368)  -0.156
N (5.296, -0.739, -8.525)  -0.548
N (-2.303, -1.192, -1.185)  -0.380
N (-1.064, 0.213, 3.763)  -0.024
N (2.060, -2.992, -3.029)  0.286
N (0.676, -3.017, -1.296)  -0.202
N (0.312, 2.691, 2.798)  0.095
N (-3.083, 0.696, 1.646)  0.559
N (-1.090, 2.774, 0.308)  0.550
C (-3.573, 2.862, 0.489)  -0.679
C (2.116, -4.263, -2.483)  -0.140
C (1.429, 2.283, 3.626)  -0.834
C (1.274, -4.247, -1.416)  -0.890
C (-0.014, 0.492, 4.758)  -0.910
C (-3.998, 1.423, 0.802)  -0.882
C (0.636, 3.661, 1.779)  -0.739
C (4.754, -1.107, -7.580)  0.121
C (-2.337, 2.955, -0.411)  -0.615
C (-0.579, 3.975, 0.926)  -0.925
C (2.747, -2.505, -4.158)  1.468
C (-3.405, 0.475, 3.036)  -1.146
C (4.078, -1.576, -6.415)  0.455
C (-2.309, 0.924, 3.998)  -0.638
C (3.071, -0.812, -5.826)  -1.142
C (-0.735, 0.203, -2.440)  0.350
C (3.755, -3.270, -4.744)  -0.555
C (1.331, 0.846, 4.126)  -0.194
C (4.417, -2.812, -5.866)  -0.995
C (1.172, -2.287, -2.261)  0.054
C (2.402, -1.269, -4.705)  -0.284
H (-0.337, 1.309, 5.411)  0.403
H (-2.151, -0.998, -3.219)  0.280
H (-3.630, -0.584, 3.239)  0.329
H (2.124, 0.693, 4.863)  0.403
H (-0.415, 2.329, -0.305)  -0.081
H (-4.313, 1.033, 3.284)  0.429
H (2.730, -5.045, -2.886)  0.316
H (1.450, 3.310, 1.115)  0.404
H (-0.302, 4.759, 0.196)  0.372
H (-1.366, 4.394, 1.560)  0.413
H (2.385, 2.395, 3.086)  0.374
H (-2.360, 3.921, -0.945)  0.315
H (1.075, -5.046, -0.721)  0.444
H (-3.309, -1.210, -1.073)  0.246
H (-0.192, 1.908, 2.395)  -0.064
H (-2.115, 1.992, 3.858)  0.338
H (1.494, 2.952, 4.496)  0.259
H (1.536, 0.134, 3.327)  -0.074
H (-2.686, 0.783, 5.027)  0.435
H (2.796, 0.142, -6.253)  0.470
H (-3.413, 3.413, 1.420)  0.228
H (-1.229, -0.788, 3.752)  0.212
H (-4.418, 3.348, -0.016)  0.445
H (0.118, -0.386, 5.400)  0.449
H (1.003, 4.580, 2.249)  0.420
H (5.198, -3.406, -6.320)  0.446
H (4.033, -4.225, -4.323)  0.276
H (-4.995, 1.455, 1.269)  0.368
H (1.599, -0.662, -4.296)  0.479
H (-1.954, -2.146, -1.232)  0.221
H (0.940, -1.259, -2.466)  -0.158
H (-4.126, 0.897, -0.150)  0.328
H (-2.653, -0.089, 1.193)  -0.152
H (-2.398, 2.174, -1.173)  0.108

- Energy above the lowest of the compared OMol25 structures with the same formula, charge and spin: 0.396 eV
- Total charge: -1
- HOMO energy: -5.46 eV